# 1
# C6H4S

An isolated molecule of C6H4S in a non-equilibrium geometry (wB97M-V/def2-TZVPD, OMol25).

```
11
Properties=species:S:1:pos:R:3:mulliken_charge:R:1
C 0.62 -1.33 -0.23 -0.5884
C 1.30 1.14 0.17 -0.3495
C 0.38 0.12 0.00 0.8614
C -0.63 -1.71 -0.41 0.1234
C -0.98 0.40 0.16 -0.5014
C -1.77 -0.67 -0.02 -0.5418
S 2.98 1.28 0.03 -0.2394
H 1.45 -2.00 -0.20 0.3947
H 0.68 2.03 0.22 0.2046
H -1.23 1.40 0.60 0.2704
H -2.80 -0.65 -0.33 0.3659
```

Frontier orbital gap (alpha / beta) = 5.85 / 4.05 eV
ΔE to the lowest compared entry with this formula, charge and spin = 335.3 kJ/mol

***

# 2
# C40H62BrNiOP3SSi

A structure of composition C40H62BrNiOP3SSi in a non-equilibrium geometry (wB97M-V/def2-TZVPD, OMol25).

```
110
Properties=species:S:1:pos:R:3:lowdin_spin:R:1
Ni 1.06 -1.18 0.31 1.4931
C -2.46 3.96 1.49 0.0001
C -1.68 4.36 0.26 0.0008
C -2.54 5.13 -0.70 0.0002
P -0.74 2.79 -0.35 0.0053
C 0.23 3.43 -1.83 0.0006
C 1.08 4.54 -1.25 0.0002
C -0.43 3.85 -3.12 0.0001
C -2.09 1.76 -1.01 0.0107
C -2.91 2.12 -2.08 -0.0013
C -4.01 1.36 -2.50 0.0102
C -4.24 0.19 -1.84 0.0004
C -3.49 -0.18 -0.74 0.0134
C -2.40 0.57 -0.31 0.0249
Si -1.21 -0.31 0.89 0.1094
C -1.17 0.55 2.58 0.0157
C -2.26 1.11 3.21 0.0047
C -2.19 1.73 4.43 0.0009
C -0.93 1.88 5.04 0.0012
C 0.23 1.33 4.42 0.0009
C 0.10 0.68 3.20 0.0016
P 1.61 -0.09 2.43 0.0600
C 1.99 -1.56 3.52 0.0078
C 2.10 -1.32 4.97 0.0033
C 1.04 -2.66 3.19 0.0092
C 2.89 1.18 2.70 0.0154
C 2.71 2.32 1.66 0.0007
C 4.35 0.68 2.69 0.0007
C -1.90 -2.04 1.22 0.0224
C -2.70 -2.33 2.33 0.0056
C -3.09 -3.65 2.62 0.0040
C -2.93 -4.65 1.68 0.0029
C -2.17 -4.41 0.57 0.0030
C -1.62 -3.16 0.36 0.0074
P -0.29 -2.93 -0.86 0.0485
C -1.19 -2.18 -2.30 0.0002
C -2.26 -3.10 -2.83 0.0005
C -0.39 -1.55 -3.42 0.0004
C 0.27 -4.58 -1.35 0.0178
C 0.80 -5.37 -0.19 0.0010
C 1.30 -4.47 -2.45 0.0009
H -3.04 4.80 1.85 0.0000
H -1.80 3.58 2.24 0.0000
H -3.17 3.20 1.16 0.0000
H -0.80 5.01 0.54 0.0001
H -3.39 4.62 -1.06 0.0000
H -2.02 5.55 -1.52 0.0000
H -2.96 6.01 -0.17 0.0000
H 0.89 2.59 -2.00 0.0001
H 0.47 5.47 -1.18 0.0000
H 1.93 4.77 -1.86 0.0000
H 1.46 4.25 -0.27 0.0001
H -1.24 4.54 -2.90 0.0000
H -0.84 2.98 -3.64 0.0000
H 0.34 4.30 -3.75 0.0000
H -2.74 3.01 -2.64 -0.0003
H -4.62 1.62 -3.36 0.0008
H -5.13 -0.37 -2.10 -0.0002
H -3.69 -1.11 -0.33 0.0011
H -3.19 1.07 2.67 0.0009
H -3.07 2.15 4.84 0.0001
H -0.80 2.52 5.86 0.0001
H 1.23 1.54 4.79 0.0003
H 2.94 -1.87 3.10 0.0001
H 1.16 -1.09 5.50 0.0000
H 2.83 -0.55 5.25 0.0003
H 2.39 -2.24 5.42 0.0008
H 0.01 -2.49 3.52 0.0000
H 1.40 -3.58 3.65 0.0005
H 0.99 -2.84 2.10 0.0047
H 2.65 1.58 3.66 0.0028
H 3.07 1.87 0.75 0.0001
H 3.19 3.22 2.00 0.0000
H 1.65 2.56 1.53 0.0001
H 4.51 0.39 1.63 0.0001
H 4.48 -0.18 3.33 0.0000
H 5.05 1.50 2.96 0.0001
H -2.88 -1.59 3.08 0.0004
H -3.63 -3.84 3.53 0.0003
H -3.32 -5.65 1.75 0.0002
H -1.94 -5.22 -0.11 0.0004
H -1.66 -1.44 -1.68 0.0011
H -1.76 -3.90 -3.35 0.0002
H -2.88 -2.57 -3.57 0.0001
H -2.87 -3.52 -2.03 0.0001
H 0.14 -2.34 -4.02 0.0000
H 0.27 -0.72 -3.15 -0.0001
H -1.06 -1.16 -4.20 0.0000
H -0.59 -5.10 -1.75 0.0030
H 1.63 -4.79 0.25 0.0001
H 1.15 -6.36 -0.47 0.0001
H 0.11 -5.50 0.63 0.0000
H 2.07 -3.78 -2.13 0.0000
H 0.92 -4.15 -3.44 0.0000
H 1.70 -5.49 -2.54 0.0000
Br 3.42 -2.51 0.30 0.0511
O 1.79 0.42 -1.04 0.0187
S 3.23 0.42 -1.54 0.0040
C 3.34 1.78 -2.68 0.0026
C 2.70 1.37 -3.97 0.0001
C 3.16 -0.08 -4.26 0.0000
C 3.27 -0.82 -2.91 -0.0005
H 4.44 2.05 -2.87 0.0006
H 2.93 2.63 -2.17 0.0001
H 2.97 1.98 -4.83 0.0000
H 1.61 1.43 -3.87 0.0000
H 4.08 -0.10 -4.83 0.0000
H 2.41 -0.68 -4.84 0.0000
H 4.20 -1.39 -2.78 0.0001
H 2.48 -1.55 -2.72 -0.0002
```

Expectation value of S² = 2.01
Frontier orbital gap (alpha / beta) = 6.17 / 7.95 eV
2S+1 = 3

***

# 3
# C4H7OP

An isolated molecule of C4H7OP in a non-equilibrium geometry (wB97M-V/def2-TZVPD, OMol25).

```
13
Properties=species:S:1:pos:R:3:lowdin_spin:R:1
C 1.32 -1.22 -1.43 0.0383
C 1.66 -1.73 -2.51 0.0230
C -1.19 1.07 1.16 0.1456
C 0.99 -0.51 -0.13 0.3023
O 2.08 -2.23 -3.63 0.0072
P -0.95 -0.42 -0.05 1.2682
H -1.97 1.79 0.97 0.0119
H -0.20 1.46 1.17 0.0185
H -1.52 0.56 2.08 0.0130
H 1.57 0.42 -0.03 0.0337
H 1.53 -1.11 0.66 0.0076
H 1.52 -2.98 -4.00 0.0010
H -1.13 0.35 -1.24 0.1297
```

Expectation value of S² = 2.00
Frontier orbital gap (alpha / beta) = 4.40 / 6.18 eV
ΔE to the lowest compared entry with this formula, charge and spin = 500.6 kJ/mol
2S+1 = 3

***

# 4
# C3H11N2O

A cluster of 2 separate species, C3H11N2O in total in a non-equilibrium geometry (wB97M-V/def2-TZVPD, OMol25).

```
17
Properties=species:S:1:pos:R:3:mulliken_charge:R:1
C 1.54 0.43 0.93 -1.2153
C 0.52 -0.50 0.32 0.1021
C 0.74 -1.36 -0.69 -0.1011
N 1.75 -1.35 -1.59 -0.3756
N -0.90 -0.19 0.62 -0.2699
H 1.53 0.22 2.01 0.3377
H 1.24 1.47 0.80 0.3334
H 2.52 0.09 0.60 0.3816
H 0.02 -2.17 -0.83 0.3048
H 2.51 -0.71 -1.44 0.1765
H 1.78 -2.03 -2.33 0.2262
H -0.98 0.29 1.52 0.3735
H -1.51 -1.00 0.74 0.3671
H -1.31 0.43 -0.08 0.3711
H -2.60 2.66 -0.36 0.3228
H -3.89 1.93 0.00 0.3118
O -2.96 1.79 -0.21 -0.6466
```

Frontier orbital gap = 9.12 eV
Charge = +1
ΔE to the lowest compared entry with this formula, charge and spin = 159.7 kJ/mol

***

# 5
# CCl2O2S

An isolated molecule of CCl2O2S in a non-equilibrium geometry (wB97M-V/def2-TZVPD, OMol25).

```
6
Properties=species:S:1:pos:R:3:mulliken_charge:R:1
C -0.10 0.88 0.35 0.4185
O 0.41 0.69 1.38 -0.2728
O 1.60 -1.14 -0.15 -0.3546
S 0.58 -0.66 -1.00 0.5089
Cl -1.32 2.14 0.14 -0.1245
Cl -1.17 -1.91 -0.72 -0.1754
```

Frontier orbital gap = 9.09 eV
ΔE to the lowest compared entry with this formula, charge and spin = 35.0 kJ/mol

***

# 6
# C42H105N7O14

A cluster of 7 separate species, C42H105N7O14 in total in a non-equilibrium geometry (wB97M-V/def2-TZVPD, OMol25).

```
168
Properties=species:S:1:pos:R:3:mulliken_charge:R:1
C 2.58 0.70 -5.01 -0.6501
O 3.80 1.34 -4.64 -0.3724
C 3.69 2.76 -4.68 -0.4534
C 4.97 3.45 -4.30 -0.9076
N 5.19 3.13 -2.92 -0.2770
C 6.43 3.63 -2.36 -0.6720
C 6.53 3.06 -0.97 -0.6143
O 6.66 1.64 -1.08 -0.3205
C 6.53 0.90 0.11 -0.6739
H 2.65 -0.39 -4.93 0.2780
H 2.33 0.91 -6.05 0.3177
H 1.81 1.06 -4.33 0.2304
H 2.88 3.12 -4.06 0.3021
H 3.47 2.90 -5.74 0.4543
H 4.92 4.51 -4.57 0.4379
H 5.74 3.07 -4.97 0.3620
H 5.26 2.12 -3.01 0.2431
H 6.43 4.72 -2.36 0.3877
H 7.22 3.34 -3.06 0.3814
H 5.65 3.31 -0.38 0.2945
H 7.34 3.50 -0.37 0.4789
H 5.48 0.88 0.41 0.2120
H 7.14 1.31 0.92 0.3307
H 6.90 -0.11 -0.02 0.2361
C 1.33 -11.85 -8.80 -0.7575
O 1.90 -12.54 -7.68 -0.3283
C 1.00 -13.10 -6.73 -0.6908
C 1.52 -12.88 -5.37 -0.6457
N 1.49 -11.44 -5.04 -0.4129
C 1.79 -11.26 -3.60 -0.5814
C 2.55 -9.94 -3.39 -0.6514
O 3.81 -9.89 -4.00 -0.3280
C 4.39 -8.55 -4.09 -0.7527
H 0.64 -11.04 -8.58 0.3150
H 0.82 -12.57 -9.45 0.3169
H 2.20 -11.52 -9.36 0.2477
H 0.85 -14.15 -7.00 0.4104
H 0.00 -12.68 -6.86 0.3707
H 2.48 -13.37 -5.21 0.3857
H 0.90 -13.47 -4.69 0.4557
H 2.30 -11.07 -5.51 0.2482
H 2.39 -12.10 -3.23 0.3647
H 0.90 -11.23 -2.98 0.3284
H 2.58 -9.60 -2.35 0.4909
H 1.91 -9.23 -3.91 0.3434
H 5.20 -8.71 -4.80 0.2428
H 4.72 -8.09 -3.16 0.3014
H 3.75 -7.81 -4.58 0.3274
C -5.80 12.08 0.75 -0.7510
O -4.80 11.05 0.80 -0.2841
C -5.20 9.91 1.56 -0.7084
C -3.90 9.07 1.66 -0.6445
N -3.68 8.37 0.45 -0.2676
C -2.36 7.83 0.28 -0.5102
C -2.14 7.35 -1.17 -0.5298
O -1.78 8.47 -2.04 -0.3878
C -2.80 9.26 -2.58 -0.6591
H -5.50 12.99 0.24 0.2489
H -6.12 12.26 1.78 0.3013
H -6.69 11.79 0.20 0.2958
H -6.03 9.46 1.02 0.3568
H -5.43 10.15 2.60 0.4802
H -4.07 8.33 2.44 0.3602
H -3.07 9.72 1.93 0.3424
H -3.98 8.91 -0.36 0.2244
H -2.32 7.01 0.99 0.3290
H -1.60 8.56 0.59 0.3526
H -2.89 6.67 -1.59 0.3638
H -1.24 6.74 -1.13 0.2839
H -2.35 9.73 -3.46 0.2489
H -3.26 9.97 -1.89 0.2001
H -3.59 8.58 -2.91 0.3534
C 0.38 2.86 -9.21 -0.8294
O -0.39 2.64 -7.97 -0.2724
C -1.11 3.77 -7.54 -0.5998
C -1.63 3.65 -6.10 -0.5000
N -2.35 2.34 -5.99 -0.4178
C -2.72 2.03 -4.62 -0.4524
C -3.31 0.63 -4.69 -0.8226
O -2.20 -0.23 -4.77 -0.2013
C -2.58 -1.60 -4.91 -0.8164
H 1.24 3.50 -9.02 0.2931
H -0.25 3.30 -9.98 0.3423
H 0.75 1.93 -9.63 0.2583
H -1.98 3.88 -8.20 0.3470
H -0.50 4.67 -7.58 0.4073
H -2.29 4.50 -5.95 0.2631
H -0.80 3.59 -5.39 0.2961
H -1.83 1.59 -6.43 0.3458
H -3.50 2.62 -4.14 0.2805
H -1.78 2.08 -4.07 0.2726
H -4.01 0.47 -5.51 0.3612
H -3.91 0.39 -3.81 0.5968
H -1.67 -2.19 -4.94 0.2251
H -3.05 -1.92 -5.84 0.3000
H -3.25 -1.78 -4.07 0.3226
C -0.35 0.37 14.20 -0.7143
O -1.00 -0.56 13.37 -0.3211
C -2.37 -0.78 13.66 -0.6316
C -3.12 -1.70 12.68 -0.5705
N -2.92 -1.26 11.31 -0.2417
C -3.61 -2.16 10.38 -0.4703
C -3.13 -1.86 8.98 -0.6896
O -3.80 -2.53 7.95 -0.4048
C -3.42 -2.06 6.66 -0.5909
H 0.63 0.64 13.81 0.2398
H -0.38 -0.06 15.20 0.2929
H -0.83 1.35 14.21 0.3086
H -2.81 0.20 13.50 0.3283
H -2.46 -1.04 14.72 0.4284
H -4.18 -1.64 12.94 0.2975
H -2.82 -2.74 12.84 0.3955
H -1.99 -1.09 10.97 0.2292
H -4.65 -1.86 10.44 0.2734
H -3.43 -3.22 10.59 0.2890
H -2.11 -2.24 8.94 0.3457
H -3.20 -0.77 8.91 0.4115
H -3.86 -2.63 5.85 0.3303
H -2.33 -2.12 6.56 0.1851
H -3.77 -1.05 6.46 0.2770
C 3.43 -2.36 -1.66 -0.5567
O 3.06 -3.39 -0.75 -0.4328
C 1.83 -4.07 -1.08 -0.7251
C 0.57 -3.10 -1.13 -0.3225
N 0.23 -2.60 0.16 -0.1904
C -0.69 -1.48 0.14 -1.3085
C -0.18 -0.09 -0.39 -0.1050
O 0.73 0.50 0.59 -0.2694
C 1.55 1.57 -0.01 -0.7313
H 3.00 -2.36 -2.66 0.3487
H 4.49 -2.11 -1.65 0.3349
H 2.96 -1.53 -1.12 0.0760
H 1.61 -4.93 -0.45 0.3693
H 1.92 -4.66 -1.99 0.4129
H -0.27 -3.71 -1.47 0.4242
H 0.64 -2.36 -1.92 0.1708
H 1.07 -2.34 0.64 0.2405
H -1.06 -1.23 1.13 0.4151
H -1.61 -1.78 -0.36 0.4410
H -0.99 0.62 -0.55 0.4109
H 0.32 -0.23 -1.35 0.1769
H 1.96 1.16 -0.93 0.1931
H 2.37 1.95 0.59 0.2375
H 0.85 2.37 -0.28 0.3544
C -3.53 2.71 2.32 -0.7214
O -2.85 1.90 3.30 -0.2710
C -1.71 2.52 3.93 -0.6924
C -1.03 1.67 5.02 -0.6385
N -0.30 0.49 4.56 0.0315
C 0.49 -0.09 5.61 -0.7376
C 1.31 -1.32 5.13 -0.6368
O 2.34 -1.00 4.20 -0.2939
C 2.97 -2.17 3.71 -0.8529
H -3.72 3.67 2.80 0.3162
H -4.42 2.17 2.00 0.2347
H -2.89 2.97 1.47 0.2503
H -2.04 3.50 4.25 0.4536
H -1.04 2.86 3.14 0.3748
H -1.85 1.36 5.66 0.2233
H -0.44 2.36 5.63 0.3653
H 0.15 0.59 3.66 0.0920
H -0.15 -0.36 6.45 0.3578
H 1.11 0.75 5.95 0.4228
H 0.60 -2.01 4.68 0.3607
H 1.74 -1.78 6.02 0.4075
H 3.81 -2.00 3.04 0.2812
H 2.29 -2.94 3.34 0.3256
H 3.63 -2.64 4.44 0.3798
```

Frontier orbital gap = 8.69 eV
ΔE to the lowest compared entry with this formula, charge and spin = 290.2 kJ/mol
SMILES = COCCNCCOC.COCCNCCOC.COCCNCCOC.COCCNCCOC.COCCNCCOC.COCCNCCOC.COCCNCCOC

***

Copy entry 5 word for word.
# CCl2O2S

An isolated molecule of CCl2O2S in a non-equilibrium geometry (wB97M-V/def2-TZVPD, OMol25).

```
6
Properties=species:S:1:pos:R:3:mulliken_charge:R:1
C -0.10 0.88 0.35 0.4185
O 0.41 0.69 1.38 -0.2728
O 1.60 -1.14 -0.15 -0.3546
S 0.58 -0.66 -1.00 0.5089
Cl -1.32 2.14 0.14 -0.1245
Cl -1.17 -1.91 -0.72 -0.1754
```

Frontier orbital gap = 9.09 eV
ΔE to the lowest compared entry with this formula, charge and spin = 35.0 kJ/mol